# 1
Computed, not measured: a cluster of 8 separate species, C23H66N6O8 in total in a non-equilibrium geometry, with the ωB97M-V functional and the def2-TZVPD basis.

ORCA input file:
```
! wB97M-V def2-TZVPD RIJCOSX def2/J DEFGRID3
* xyz 0 1
C 3.84 3.24 -0.61
O 4.52 2.98 0.58
C 5.84 2.40 0.42
C 5.85 0.91 0.68
C 5.22 0.62 2.04
N 7.22 0.49 0.62
H 2.82 3.54 -0.34
H 3.69 2.32 -1.21
H 4.30 4.05 -1.19
H 6.27 2.58 -0.58
H 6.49 2.93 1.14
H 5.30 0.45 -0.15
H 5.13 -0.45 2.24
H 4.22 1.07 2.12
H 5.82 1.12 2.80
H 7.31 -0.52 0.70
H 7.79 0.84 1.38
C -0.02 -3.52 2.74
O -1.23 -2.86 2.90
C -2.12 -3.03 1.79
C -3.41 -2.33 2.11
C -4.13 -2.95 3.31
N -4.36 -2.31 0.95
H 0.56 -3.13 1.89
H -0.17 -4.59 2.59
H 0.57 -3.33 3.64
H -1.71 -2.59 0.86
H -2.34 -4.11 1.64
H -3.18 -1.29 2.40
H -3.55 -2.83 4.22
H -4.32 -4.02 3.16
H -5.08 -2.43 3.43
H -3.76 -2.36 0.11
H -4.79 -3.24 0.92
C 2.11 1.55 -4.09
O 1.69 0.24 -3.75
C 0.38 -0.05 -4.31
C -0.06 -1.47 -4.12
C -1.20 -1.78 -5.06
N -0.48 -1.83 -2.75
H 2.03 1.73 -5.17
H 3.18 1.66 -3.90
H 1.53 2.27 -3.51
H -0.36 0.64 -3.86
H 0.40 0.16 -5.39
H 0.80 -2.12 -4.40
H -1.58 -2.79 -4.88
H -0.91 -1.87 -6.11
H -2.03 -1.10 -4.89
H 0.32 -1.72 -2.12
H -0.68 -2.83 -2.74
C -3.10 0.95 -3.35
O -4.05 0.77 -2.29
C -3.59 1.05 -1.00
C -4.83 1.54 -0.21
C -4.48 2.45 0.98
N -5.70 0.43 0.27
H -2.19 0.36 -3.16
H -2.91 2.02 -3.52
H -3.47 0.52 -4.28
H -3.16 0.15 -0.54
H -2.78 1.80 -0.95
H -5.43 2.16 -0.88
H -3.88 3.28 0.60
H -4.01 1.90 1.81
H -5.39 2.80 1.46
H -6.09 -0.04 -0.56
H -5.12 -0.35 0.63
N 4.50 -4.59 -4.51
C 3.56 -4.06 -3.55
N 3.67 -2.67 -3.20
O 2.68 -4.80 -3.03
H 5.02 -3.92 -5.04
H 4.33 -5.47 -4.94
H 4.44 -2.08 -3.35
H 2.83 -2.34 -2.74
C 0.54 -0.03 0.11
C 2.01 -0.33 -0.08
O 2.22 -0.96 -1.34
H 0.26 0.30 1.11
H -0.08 -0.91 -0.08
H 0.16 0.69 -0.63
H 2.32 -1.05 0.68
H 2.61 0.57 0.08
H 1.96 -0.34 -2.08
C -2.33 0.65 4.34
C -2.36 -0.15 5.61
O -1.08 -0.20 6.27
H -2.43 1.71 4.54
H -3.22 0.38 3.75
H -1.47 0.41 3.71
H -2.60 -1.19 5.40
H -3.13 0.24 6.28
H -0.88 0.67 6.64
C -1.28 3.50 2.59
C -0.40 4.69 2.79
O -0.98 5.80 1.97
H -1.17 3.19 1.55
H -2.34 3.51 2.82
H -0.81 2.68 3.15
H 0.62 4.55 2.44
H -0.48 5.07 3.82
H -0.28 6.37 1.63
*
```

Calculated values
**Max |F|**: 3.7 eV/A
**Energy**: -50239.3181 eV
**SMILES string**: COC[C@H](C)N.COC[C@H](C)N.COC[C@H](C)N.COC[C@H](C)N.NC(N)=O.CCO.CCO.CCO
**Gap between HOMO and LUMO**: 9.1 eV

Results of the Löwdin charge analysis, in e, for atoms 1 through 5: atom 1 (C): -0.13, atom 2 (O): -0.20, atom 3 (C): -0.19, atom 4 (C): -0.47, atom 5 (C): -0.06


# 2
Computed, not measured: a cluster of 10 separate species, C23H66O10 in total in a non-equilibrium geometry, with the ωB97M-V functional and the def2-TZVPD basis.

ORCA input file:
```
! wB97M-V def2-TZVPD RIJCOSX def2/J DEFGRID3
* xyz 0 1
C 1.55 -1.25 -6.24
C 2.06 -2.48 -5.43
C 3.20 -2.20 -4.48
O 0.92 -3.08 -4.82
H 2.35 -0.74 -6.78
H 1.04 -0.65 -5.49
H 0.80 -1.52 -6.98
H 2.40 -3.27 -6.10
H 3.02 -1.39 -3.78
H 4.10 -1.96 -5.06
H 3.40 -3.13 -3.95
H 0.32 -3.32 -5.53
C 1.53 5.83 -7.85
C 1.98 6.56 -6.60
C 1.58 5.82 -5.33
O 3.35 6.76 -6.75
H 2.09 4.91 -7.99
H 1.88 6.37 -8.73
H 0.48 5.53 -7.94
H 1.59 7.58 -6.61
H 2.08 4.85 -5.26
H 0.51 5.60 -5.35
H 1.89 6.43 -4.49
H 3.50 7.71 -6.74
C -4.60 -3.50 5.67
C -4.05 -4.30 4.43
C -3.27 -3.48 3.29
O -2.99 -5.05 5.00
H -5.28 -2.70 5.38
H -3.85 -3.00 6.28
H -5.06 -4.34 6.19
H -4.83 -4.85 3.90
H -2.81 -4.17 2.59
H -2.35 -2.98 3.59
H -3.84 -2.74 2.74
H -2.34 -4.52 5.48
C 0.19 1.46 -0.29
C 0.32 0.04 0.24
O -0.61 -0.74 -0.51
H 0.57 1.47 -1.31
H 0.91 2.09 0.23
H -0.85 1.78 -0.25
H 0.00 0.02 1.29
H 1.31 -0.41 0.19
H -0.11 -1.27 -1.13
C 3.78 0.66 4.13
C 5.00 0.80 3.18
O 5.16 2.14 2.83
H 4.06 0.97 5.14
H 3.51 -0.39 4.12
H 2.93 1.26 3.78
H 4.97 0.20 2.27
H 5.90 0.43 3.66
H 5.62 2.08 1.99
C -3.51 4.67 3.71
C -2.56 4.05 4.75
O -2.62 4.80 5.97
H -2.97 5.45 3.17
H -4.42 5.09 4.15
H -3.97 3.98 3.00
H -1.51 4.06 4.45
H -2.76 3.02 5.03
H -2.09 4.27 6.57
C 2.42 6.95 1.81
C 2.22 8.37 2.43
O 2.96 8.46 3.57
H 3.46 6.81 1.53
H 2.07 6.88 0.78
H 2.04 6.14 2.44
H 1.21 8.57 2.80
H 2.49 9.18 1.76
H 2.84 9.30 4.01
C 2.43 -5.41 2.84
C 3.67 -5.23 1.90
O 3.99 -6.39 1.16
H 1.47 -5.35 2.32
H 2.45 -4.69 3.65
H 2.29 -6.38 3.32
H 4.50 -4.76 2.43
H 3.40 -4.49 1.14
H 3.18 -6.38 0.64
C -0.35 -8.87 -0.63
C -0.50 -8.05 -1.93
O 0.66 -7.25 -2.09
H -0.71 -8.23 0.18
H 0.67 -9.17 -0.39
H -0.96 -9.76 -0.73
H -1.36 -7.39 -1.82
H -0.65 -8.60 -2.86
H 0.45 -6.42 -2.52
C -6.59 0.32 -1.10
C -7.29 -0.99 -0.79
O -8.58 -0.85 -1.25
H -5.52 0.19 -0.95
H -6.97 1.09 -0.43
H -6.78 0.62 -2.13
H -7.35 -1.32 0.25
H -6.79 -1.81 -1.31
H -9.10 -0.35 -0.62
*
```

Calculated values
**Max |F|**: 5.0 eV/A
**Energy**: -45390.7270 eV
**SMILES string**: CC(C)O.CC(C)O.CC(C)O.CCO.CCO.CCO.CCO.CCO.CCO.CCO
**Gap between HOMO and LUMO**: 10.1 eV

Results of the Löwdin charge analysis, in e, for atoms 1 through 5: atom 1 (C): -0.05, atom 2 (C): -0.50, atom 3 (C): -0.05, atom 4 (O): -0.07, atom 5 (H): 0.08


# 3
Computed, not measured: a structure of composition C23H67Br3N13O11P3 in a non-equilibrium geometry, with the ωB97M-V functional and the def2-TZVPD basis.

ORCA input file:
```
! wB97M-V def2-TZVPD RIJCOSX def2/J DEFGRID3
* xyz 0 1
C -0.08 1.66 1.83
N 0.77 0.50 1.42
O 0.44 -0.59 1.84
O 1.65 0.68 0.62
H 0.17 1.79 2.88
H -1.10 1.31 1.70
H 0.12 2.54 1.23
C -2.25 -0.65 -5.45
N -3.16 -1.80 -5.65
O -2.75 -2.91 -5.31
O -4.25 -1.59 -6.14
H -2.08 -0.23 -6.44
H -1.33 -1.08 -5.07
H -2.69 0.09 -4.81
C -0.49 -4.38 0.51
N 0.60 -4.79 -0.40
O 1.09 -5.88 -0.19
O 0.83 -4.09 -1.37
H -1.22 -3.82 -0.08
H -0.12 -3.74 1.30
H -0.94 -5.28 0.91
C -4.92 -2.50 -2.52
N -5.20 -1.06 -2.53
O -4.40 -0.33 -3.06
O -6.25 -0.68 -2.06
H -3.88 -2.64 -2.22
H -5.11 -2.95 -3.48
H -5.57 -2.93 -1.77
O 5.49 -3.77 1.59
P 5.60 -2.34 1.29
N 5.33 -1.36 2.61
C 6.26 -1.32 3.73
C 3.98 -1.07 2.99
N 4.55 -1.84 0.11
C 3.28 -2.54 -0.07
C 4.61 -0.48 -0.40
N 7.12 -1.87 0.82
C 7.68 -0.55 1.02
C 7.80 -2.66 -0.19
H 6.22 -0.35 4.22
H 7.26 -1.62 3.43
H 5.95 -2.06 4.48
H 3.35 -0.96 2.11
H 3.90 -0.12 3.52
H 3.55 -1.83 3.66
H 2.49 -2.16 0.61
H 2.94 -2.46 -1.10
H 3.42 -3.59 0.20
H 4.16 0.23 0.30
H 5.64 -0.17 -0.54
H 4.04 -0.43 -1.32
H 7.10 0.03 1.73
H 8.70 -0.65 1.42
H 7.75 0.02 0.09
H 7.06 -3.29 -0.69
H 8.64 -3.22 0.21
H 8.16 -2.00 -0.99
O -3.04 -0.73 7.53
P -2.37 -1.19 6.32
N -3.03 -0.57 4.93
C -2.43 -0.65 3.62
C -3.85 0.64 5.15
N -2.32 -2.81 5.97
C -3.42 -3.44 5.25
C -1.50 -3.66 6.80
N -0.74 -0.78 6.37
C 0.19 -1.21 5.31
C -0.13 -0.60 7.67
H -1.65 0.11 3.50
H -3.20 -0.53 2.86
H -1.93 -1.61 3.52
H -4.74 0.37 5.71
H -4.19 1.07 4.20
H -3.30 1.40 5.71
H -3.72 -2.87 4.38
H -3.12 -4.43 4.89
H -4.29 -3.62 5.89
H -1.51 -3.32 7.84
H -1.90 -4.68 6.81
H -0.46 -3.72 6.47
H 0.16 -0.48 4.50
H 1.20 -1.16 5.70
H -0.05 -2.20 4.93
H 0.59 -1.41 7.87
H -0.86 -0.72 8.48
H 0.31 0.39 7.83
O -1.93 2.82 -6.59
P -1.77 3.97 -5.70
N -0.72 3.65 -4.44
C 0.65 3.28 -4.82
C -0.83 4.30 -3.15
N -3.21 4.42 -5.03
C -3.43 5.71 -4.39
C -4.25 3.38 -4.85
N -1.17 5.31 -6.47
C -1.71 5.63 -7.78
C -0.56 6.44 -5.80
H 1.18 2.95 -3.93
H 1.18 4.12 -5.29
H 0.61 2.44 -5.51
H -1.84 4.49 -2.80
H -0.33 5.28 -3.20
H -0.30 3.70 -2.40
H -4.14 5.61 -3.57
H -2.49 6.14 -4.07
H -3.82 6.44 -5.11
H -4.68 3.00 -5.78
H -3.76 2.50 -4.41
H -4.99 3.70 -4.13
H -1.04 6.32 -8.30
H -1.75 4.74 -8.39
H -2.69 6.11 -7.70
H -1.25 7.25 -5.54
H 0.14 6.88 -6.52
H 0.08 6.15 -4.97
C -1.06 -0.96 -1.12
Br -0.63 0.88 -1.58
Br -1.29 -2.15 -2.62
Br -2.62 -1.06 0.00
H -0.19 -1.28 -0.55
*
```

Calculated values
**Max |F|**: 1.5 eV/A
**Energy**: -304818.3518 eV
**Gap between HOMO and LUMO**: 8.1 eV

Results of the Löwdin charge analysis, in e, for atoms 1 through 5: atom 1 (C): 0.04, atom 2 (N): -0.45, atom 3 (O): 0.01, atom 4 (O): 0.03, atom 5 (H): 0.10


# 4
Computed, not measured: a cluster of 8 separate species, C23H67N11O8 in total in a non-equilibrium geometry, with the ωB97M-V functional and the def2-TZVPD basis.

ORCA input file:
```
! wB97M-V def2-TZVPD RIJCOSX def2/J DEFGRID3
* xyz 0 1
C -22.19 4.85 19.69
O -21.81 3.97 20.73
C -20.80 4.50 21.54
C -20.48 3.52 22.65
C -21.56 3.55 23.73
N -19.21 4.00 23.27
H -21.39 4.90 18.94
H -22.48 5.84 20.05
H -23.04 4.38 19.20
H -19.89 4.66 20.93
H -21.04 5.46 22.00
H -20.40 2.49 22.32
H -21.49 4.40 24.40
H -21.52 2.66 24.36
H -22.53 3.44 23.24
H -18.52 3.90 22.53
H -18.90 3.32 23.97
C -27.82 7.05 15.90
O -26.53 7.21 16.42
C -26.10 6.14 17.25
C -25.18 6.68 18.33
C -25.97 7.41 19.40
N -24.12 7.58 17.83
H -28.60 7.07 16.68
H -27.93 6.06 15.43
H -28.03 7.85 15.20
H -26.97 5.62 17.67
H -25.56 5.42 16.62
H -24.63 5.84 18.76
H -25.30 7.78 20.17
H -26.71 6.77 19.88
H -26.51 8.27 18.99
H -24.47 8.51 17.65
H -23.90 7.18 16.92
C -17.89 7.07 19.19
O -17.55 6.95 17.83
C -16.46 6.13 17.55
C -16.54 4.72 18.08
C -15.23 3.95 18.07
N -17.68 3.95 17.50
H -18.45 8.00 19.33
H -17.00 7.18 19.81
H -18.50 6.24 19.56
H -16.34 6.06 16.47
H -15.51 6.54 17.95
H -16.79 4.71 19.15
H -14.82 3.79 17.07
H -15.36 3.00 18.58
H -14.44 4.48 18.61
H -18.36 3.74 18.21
H -17.35 3.06 17.13
C -23.62 9.37 13.62
O -23.67 10.59 14.31
C -23.91 10.47 15.68
C -24.54 11.73 16.24
C -25.92 12.04 15.66
N -23.65 12.90 16.09
H -23.58 9.63 12.56
H -24.50 8.75 13.80
H -22.71 8.78 13.83
H -24.61 9.67 15.97
H -22.96 10.37 16.22
H -24.62 11.57 17.32
H -26.59 11.17 15.57
H -25.85 12.52 14.69
H -26.46 12.72 16.33
H -24.16 13.72 16.42
H -23.42 12.99 15.11
C -15.03 9.24 17.14
O -15.75 9.37 15.94
C -14.93 9.14 14.79
C -15.86 8.98 13.60
C -16.60 10.29 13.34
N -16.82 7.89 13.72
H -15.71 9.17 18.00
H -14.63 10.25 17.33
H -14.31 8.43 17.18
H -14.33 10.05 14.64
H -14.27 8.29 15.00
H -15.29 8.76 12.69
H -17.15 10.62 14.22
H -17.36 10.10 12.57
H -15.92 11.01 12.89
H -17.31 7.87 14.61
H -16.49 6.95 13.55
N -24.39 5.75 14.00
C -23.95 4.47 13.76
N -22.63 4.39 13.39
O -24.67 3.49 13.73
H -23.78 6.51 13.75
H -25.34 5.93 14.25
H -22.39 3.42 13.31
H -21.94 5.12 13.38
N -20.92 6.93 17.07
C -20.62 6.66 15.75
N -19.30 6.43 15.51
O -21.46 6.79 14.86
H -20.14 7.39 17.52
H -21.86 7.28 17.21
H -18.69 6.30 16.31
H -18.97 6.08 14.62
N -17.65 2.95 12.32
C -17.98 3.81 13.33
N -18.58 3.22 14.42
O -17.81 5.02 13.25
H -17.55 3.35 11.40
H -17.97 2.00 12.38
H -18.53 2.23 14.54
H -18.77 3.82 15.21
*
```

Calculated values
**Max |F|**: 2.1 eV/A
**Energy**: -57709.3187 eV
**SMILES string**: COC[C@H](C)N.COC[C@H](C)N.COC[C@H](C)N.COC[C@H](C)N.COC[C@H](C)N.NC(N)=O.NC(N)=O.NC(N)=O
**Gap between HOMO and LUMO**: 8.7 eV

Results of the Löwdin charge analysis, in e, for atoms 1 through 5: atom 1 (C): -0.10, atom 2 (O): -0.18, atom 3 (C): -0.25, atom 4 (C): -0.43, atom 5 (C): -0.07


Number 2 is which compound?
C23H66O10